<A>
52
Properties=species:S:1:pos:R:3 method="wB97M-V/def2-TZVPD" smiles="COc1cccc(C(=O)Nc2cc3c(cc2N2CCCC2)n(C)c(=O)n3C)c1" gap_ev=7.74
C -1.2108 -2.9422 0.7057
H -0.2730 -3.1836 1.2173
O -1.2243 -3.4366 -0.6110
C -0.3453 -2.9130 -1.5095
C -0.4694 -3.3660 -2.8250
C 0.3719 -2.8859 -3.8069
C 1.3310 -1.9332 -3.5037
C 1.4461 -1.4627 -2.2030
C 0.6273 -1.9732 -1.1998
H 0.7547 -1.6306 -0.1860
C 2.4763 -0.4218 -1.9176
O 3.5913 -0.4513 -2.4030
N 2.1211 0.5811 -1.0696
C 0.8488 0.8702 -0.5327
C -0.2375 0.8831 -1.4032
C -1.4833 1.1816 -0.8984
C -1.6348 1.5213 0.4546
C -0.5628 1.5274 1.3223
C 0.7067 1.1671 0.8449
N 1.7976 1.1634 1.6945
C 2.8714 0.1756 1.6107
C 3.3299 -0.0335 3.0546
H 2.7400 -0.8156 3.5350
C 3.0172 1.3171 3.6885
H 3.7596 2.0561 3.3872
C 1.6663 1.6363 3.0610
H 0.8775 1.0967 3.6067
H 1.4312 2.7035 3.0679
H 2.9721 1.2823 4.7747
H 4.3815 -0.3040 3.1144
H 3.7067 0.5659 1.0195
H 2.5316 -0.7550 1.1502
H -0.7148 1.7952 2.3529
N -2.9687 1.7979 0.6529
C -3.6565 1.6338 -0.5366
O -4.8462 1.7909 -0.7049
N -2.7302 1.2567 -1.4830
C -3.0533 0.9713 -2.8521
H -4.1308 1.0874 -2.9618
H -2.7652 -0.0510 -3.1074
H -2.5417 1.6658 -3.5221
C -3.5986 2.2000 1.8781
H -4.6577 2.3396 1.6642
H -3.1730 3.1381 2.2409
H -3.4807 1.4309 2.6449
H -0.0876 0.6650 -2.4478
H 2.8562 1.2487 -0.8769
H 1.9908 -1.5437 -4.2631
H 0.2760 -3.2510 -4.8184
H -1.2308 -4.0974 -3.0450
H -2.0340 -3.4405 1.2152
H -1.3701 -1.8583 0.7297


<B>
52
Properties=species:S:1:pos:R:3 method="wB97M-V/def2-TZVPD" smiles="COCCN1CCn2c(nc3cc(NC(=O)c4ccc(OC)cc4)ccc32)C1" gap_ev=8.55
C 5.4767 3.3548 0.4941
H 6.4479 3.1689 0.0189
O 4.8470 2.1524 0.8533
C 4.5947 1.3132 -0.2494
C 3.9107 0.0472 0.2685
N 3.8263 -0.9594 -0.7764
C 3.8067 -2.3207 -0.2815
C 2.5657 -2.6409 0.5697
N 1.4005 -2.1302 -0.1013
C 1.4121 -1.2184 -1.1191
N 0.2227 -0.8685 -1.5171
C -0.6512 -1.5722 -0.7278
C -2.0390 -1.5912 -0.7294
C -2.6719 -2.3969 0.2048
C -1.9332 -3.1983 1.0907
C -0.5543 -3.2008 1.0940
C 0.0793 -2.3742 0.1822
H 0.0005 -3.8220 1.7809
H -2.4686 -3.8257 1.7883
N -4.0701 -2.4756 0.2753
C -5.0172 -1.5239 0.0246
O -6.1871 -1.8419 -0.0734
C -4.5625 -0.1114 -0.0532
C -5.1214 0.7284 -1.0145
C -4.7528 2.0523 -1.0851
C -3.8303 2.5784 -0.1774
C -3.2986 1.7510 0.8076
C -3.6640 0.4188 0.8640
H -3.2515 -0.2072 1.6415
H -2.6013 2.1320 1.5370
O -3.5315 3.8951 -0.3330
C -2.5986 4.4843 0.5399
H -2.5102 5.5213 0.2198
H -2.9450 4.4559 1.5781
H -1.6201 3.9988 0.4688
H -5.1672 2.7097 -1.8328
H -5.8425 0.3219 -1.7072
H -4.4545 -3.3879 0.4897
H -2.5934 -0.9996 -1.4376
C 2.7112 -0.7494 -1.6872
H 2.9159 -1.3047 -2.6110
H 2.6339 0.3045 -1.9523
H 2.6520 -2.1742 1.5597
H 2.4648 -3.7221 0.7083
H 3.8282 -2.9816 -1.1527
H 4.7088 -2.4981 0.3069
H 4.5282 -0.3394 1.0818
H 2.9298 0.3198 0.6849
H 3.9602 1.8350 -0.9817
H 5.5350 1.0375 -0.7505
H 4.8554 3.9394 -0.1960
H 5.6238 3.9161 1.4144


Most stable to least stable: <A>, <B>


<A>
15
Properties=species:S:1:pos:R:3 method="wB97M-V/def2-TZVPD" gap_ev="5.98 / 5.93" charge=+1
C -0.5867 -2.9540 -2.2953
C 1.8300 0.4620 0.5221
C 0.6702 0.6965 1.2107
C 1.9501 0.6911 -0.7768
C -0.6385 -1.0744 -0.7809
C -0.6351 1.0276 0.5487
C -1.3917 -0.2288 0.1306
N -0.7820 -2.1046 -1.4634
O 2.1289 0.8948 -1.8807
H 2.7789 0.0551 0.8909
H 0.5376 0.4055 2.3679
H -1.2997 1.4996 1.2041
H -0.4963 1.5360 -0.4513
H -2.4792 -0.1775 -0.3247
H -1.5865 -0.7288 1.0980


<B>
15
Properties=species:S:1:pos:R:3 method="wB97M-V/def2-TZVPD" gap_ev="7.60 / 7.33" charge=+1
C -0.9269 0.7958 0.6074
C -0.2562 1.8472 0.5275
C 0.7815 -0.9668 1.1174
C 1.9345 -0.2010 0.8976
C 3.1528 0.1815 -0.0066
C -0.1590 -0.6501 0.0803
C 1.8082 0.4420 -0.3935
N 0.6900 -0.1982 -1.0707
O 4.2824 0.1027 -0.1556
H -2.0001 0.6957 0.6309
H 0.3238 2.7192 0.3157
H 0.7044 -1.7516 1.7093
H -0.9552 -1.3207 -0.2411
H 1.0016 -1.0832 -1.5066
H 0.2052 0.3715 -1.9340


Most stable to least stable: <A>, <B>


<A>
62
Properties=species:S:1:pos:R:3 method="wB97M-V/def2-TZVPD" smiles="Cc1ccc(O)c(C(=O)c2cc(C(=O)NCCC(C)C)c(=O)n(CCC(C)C)c2)c1" gap_ev=8.47
C 2.9262 4.8807 -0.0516
C 3.8773 3.7389 -0.2481
C 3.4300 2.4393 -0.3553
C 4.3128 1.3664 -0.5371
C 5.6917 1.6343 -0.6801
C 6.1417 2.9507 -0.5373
C 5.2530 3.9763 -0.3206
H 5.6188 4.9884 -0.2266
H 7.2007 3.1348 -0.6244
O 6.5906 0.6795 -0.9267
H 6.1089 -0.1681 -1.0783
C 3.8506 -0.0228 -0.5973
O 4.5411 -0.9223 -1.0688
C 2.5205 -0.3356 -0.0248
C 2.0812 0.2240 1.1448
N 0.8981 -0.0973 1.6898
C 0.0162 -1.0268 1.1224
O -1.0503 -1.2481 1.6878
C 0.4812 -1.6414 -0.0990
C 1.6932 -1.3063 -0.6303
H 2.0123 -1.7929 -1.5412
C -0.3328 -2.6553 -0.8568
O 0.0509 -3.0762 -1.9344
N -1.4641 -3.0547 -0.2546
H -1.7352 -2.5939 0.6081
C -2.3937 -3.9667 -0.8751
C -3.6710 -3.2438 -1.3087
H -3.3811 -2.4014 -1.9410
H -4.1755 -2.8418 -0.4263
C -4.6404 -4.1376 -2.0885
C -5.7648 -3.2870 -2.6776
H -6.4512 -3.9051 -3.2517
H -6.3260 -2.7987 -1.8835
H -5.3631 -2.5203 -3.3360
C -5.2285 -5.2384 -1.2088
H -4.4557 -5.9166 -0.8576
H -5.7304 -4.8062 -0.3453
H -5.9562 -5.8199 -1.7705
H -4.0904 -4.6046 -2.9128
H -1.8896 -4.3942 -1.7454
H -2.6250 -4.7650 -0.1642
C 0.4930 0.5665 2.9165
C 0.0964 2.0284 2.6976
H 0.9348 2.5805 2.2652
C -1.1525 2.2146 1.8199
C -0.8014 2.2991 0.3351
H -0.1365 3.1418 0.1504
H -1.7039 2.4474 -0.2532
H -0.3211 1.3916 -0.0214
C -1.8966 3.4824 2.2378
H -2.7752 3.6301 1.6150
H -1.2522 4.3531 2.1323
H -2.2213 3.4168 3.2736
H -1.8151 1.3570 1.9718
H -0.0985 2.4485 3.6862
H -0.3598 0.0080 3.3092
H 1.3193 0.5103 3.6309
H 2.6857 0.9275 1.7002
H 2.3683 2.2414 -0.3357
H 3.1162 5.6653 -0.7815
H 1.8955 4.5520 -0.1572
H 3.0528 5.3132 0.9410


<B>
62
Properties=species:S:1:pos:R:3 method="wB97M-V/def2-TZVPD" smiles="CCOc1ccccc1CN1CCC(Oc2cccc(C(=O)NCCOC)c2)CC1" gap_ev=8.65
C -0.2753 -2.4859 -2.5682
C -0.5691 -3.3570 -1.3515
O -1.3821 -2.7121 -0.3902
C -0.8496 -1.8090 0.4787
C 0.4988 -1.4764 0.5491
C 0.9474 -0.5723 1.4962
C 0.0663 0.0025 2.3906
C -1.2764 -0.3309 2.3256
C -1.7573 -1.2153 1.3746
C -3.2320 -1.5555 1.3075
N -4.0914 -0.7222 0.4852
C -3.8315 -0.7178 -0.9357
C -2.7683 0.2990 -1.3770
H -1.8065 0.0325 -0.9391
H -2.6732 0.2856 -2.4643
C -3.1609 1.6990 -0.9083
C -3.3818 1.6816 0.6041
C -4.4077 0.5992 0.9711
H -4.5284 0.5564 2.0558
H -5.3759 0.8775 0.5347
H -2.4302 1.4734 1.0961
H -3.7420 2.6560 0.9402
O -2.2269 2.7079 -1.3071
C -0.9770 2.6473 -0.7367
C -0.6876 3.4419 0.3695
C 0.5691 3.3997 0.9442
C 1.5522 2.5753 0.4283
C 1.2864 1.8021 -0.6979
C 0.0210 1.8454 -1.2736
H -0.1692 1.2461 -2.1505
C 2.2694 0.8546 -1.2990
O 1.9187 -0.0766 -2.0045
N 3.5741 1.1079 -1.0445
H 3.8250 1.8091 -0.3673
C 4.6061 0.1546 -1.3683
C 4.8776 -0.7749 -0.1835
O 5.2736 0.0155 0.9168
C 5.5040 -0.7372 2.0789
H 6.3062 -1.4694 1.9260
H 4.5981 -1.2707 2.3940
H 5.7990 -0.0328 2.8540
H 5.6662 -1.4975 -0.4421
H 3.9629 -1.3346 0.0643
H 4.2607 -0.4338 -2.2207
H 5.5186 0.6945 -1.6284
H 2.5086 2.5299 0.9287
H 0.7800 4.0072 1.8122
H -1.4569 4.0828 0.7723
H -4.0847 2.0083 -1.4132
H -3.5262 -1.7215 -1.2324
H -4.7778 -0.4787 -1.4380
H -3.3314 -2.5752 0.9252
H -3.6456 -1.5268 2.3203
H -1.9687 0.0990 3.0366
H 0.4182 0.7009 3.1348
H 1.9979 -0.3231 1.5354
H 1.2071 -1.9043 -0.1415
H 0.3594 -3.7200 -0.8944
H -1.1624 -4.2268 -1.6531
H 0.3541 -1.6376 -2.3123
H -1.2083 -2.1161 -2.9868
H 0.2353 -3.0808 -3.3209


Most stable to least stable: <A>, <B>


<A>
37
Properties=species:S:1:pos:R:3 method="wB97M-V/def2-TZVPD" smiles="Cc1c[nH]c2ccccc12.CCN(C)C(C)=O" gap_ev=8.40
C -0.3144 -1.0669 2.9092
C -0.5117 0.4258 2.7551
C 1.3835 -1.3937 1.0177
C -2.1285 -2.8215 1.2425
C -0.8026 -2.2728 0.8252
O -0.4873 -2.3123 -0.3613
N 0.1140 -1.7838 1.7166
H 0.3798 -1.4163 3.6821
H -1.2394 -1.4993 3.3009
H -1.1086 0.8019 3.5798
H -0.5446 0.8735 1.7602
H 1.1292 -0.4187 0.6170
H -2.7326 -2.1218 1.8337
H 0.4321 0.9425 2.9997
H 2.0707 -1.0628 1.8032
H 1.7661 -2.3270 0.6391
H -2.6414 -3.2227 0.3795
H -2.0549 -3.5570 2.0427
C 2.8302 0.9019 -2.9103
C -0.5988 0.7099 -1.4871
C 0.6303 1.4325 -1.6562
C 1.5043 0.5276 -2.3609
C 0.8540 -0.6568 -2.4549
C -1.6459 1.2093 -0.7398
C -1.6106 2.5711 -0.4112
C -0.4777 3.3244 -0.6857
C 0.6592 2.7608 -1.2320
N -0.4968 -0.4772 -2.1956
H -2.5659 0.6971 -0.4846
H -2.3349 2.8822 0.3317
H -1.1270 -1.1858 -1.8537
H -0.5517 4.3942 -0.5314
H 1.1968 -1.4521 -3.1025
H 1.5753 3.2859 -1.4805
H 3.2523 1.8230 -2.4945
H 2.6700 1.3910 -3.8864
H 3.5273 0.0939 -3.1074


<B>
37
Properties=species:S:1:pos:R:3 method="wB97M-V/def2-TZVPD" smiles="Cc1c[nH]c2ccccc12.CCN(C)C(C)=O" gap_ev=8.57
C -0.6683 0.7917 1.9052
C 0.1979 1.8877 2.7117
C -1.8630 -1.2613 2.4837
C 0.7877 -2.5340 3.2694
C 0.6482 -1.3557 2.4242
O 1.4665 -0.8633 1.6710
N -0.5560 -0.5841 2.6997
H -1.7929 0.9429 1.8894
H -0.1549 0.5442 0.8730
H 0.9992 1.3683 3.3882
H -0.3502 2.8637 3.2374
H -1.8146 -2.3342 3.0286
H 0.6567 -2.2443 4.3248
H 0.9344 2.5729 2.0813
H -2.6899 -1.1595 3.1579
H -2.4139 -1.3459 1.4827
H -0.0236 -3.2418 3.0197
H 1.8374 -3.0524 3.1845
C 2.8658 -0.1937 -1.7914
C -0.7051 0.0943 -3.1211
C 0.3895 0.5347 -2.3539
C 1.5080 -0.4251 -2.4442
C 0.9880 -1.4204 -3.2123
C -1.8906 0.8597 -3.1549
C -2.0021 2.0663 -2.4074
C -0.8954 2.5220 -1.6068
C 0.2531 1.8021 -1.6892
N -0.3102 -1.1442 -3.6610
H -2.8649 0.6103 -3.6788
H -2.8031 2.6466 -2.6985
H -0.8101 -1.6651 -4.4269
H -0.9725 3.4980 -1.0868
H 1.4683 -2.3005 -3.6455
H 1.3022 2.0785 -1.2068
H 3.1742 0.8271 -1.7554
H 3.4816 -1.0194 -2.1633
H 2.6225 -0.3662 -0.7282


Most stable to least stable: <A>, <B>


<A>
11
Properties=species:S:1:pos:R:3 method="wB97M-V/def2-TZVPD" spin_multiplicity=3 gap_ev="7.82 / 7.86"
C -0.5014 0.1904 -0.6958
C -1.7082 1.0054 -0.3346
C -1.5887 -0.4451 0.1188
P 1.8258 0.8323 0.1976
P 2.9526 -0.8968 -0.3355
H -1.3188 1.8552 0.2714
H -2.1971 1.4145 -1.2130
H -2.0457 -1.2979 -0.3489
H -1.3339 -0.5644 1.0907
H 2.1485 -1.6902 0.4776
H 3.7668 -0.4034 0.7718


<B>
11
Properties=species:S:1:pos:R:3 method="wB97M-V/def2-TZVPD" spin_multiplicity=3 gap_ev="6.12 / 6.58"
C 1.4252 0.9816 0.1376
C -0.0508 -1.3693 -0.3193
C -1.1296 -0.3205 -0.1521
P 1.7313 -0.6368 0.0479
P -0.1729 1.7547 -0.1184
H 2.1661 1.6038 0.3602
H -0.0213 -2.2859 0.4441
H -0.0824 -1.6431 -1.3003
H -1.8126 -0.2410 -1.0062
H -1.8969 -0.3161 0.6986
H -0.1562 2.4725 1.2078


Most stable to least stable: <B>, <A>


<A>
7
Properties=species:S:1:pos:R:3 method="wB97M-V/def2-TZVPD" gap_ev="7.74 / 7.85"
C -1.3270 0.0508 -0.0263
C 1.3172 -0.0241 -0.0298
S -2.0071 1.4546 -0.2486
Cl -1.9607 -1.5041 0.2932
H 1.5236 0.3368 -1.1091
H 1.3681 0.6896 0.8330
H 1.0858 -1.0036 0.2875


<B>
7
Properties=species:S:1:pos:R:3 method="wB97M-V/def2-TZVPD" smiles=C#CCl.S gap_ev=10.31
C 1.2177 0.7382 -2.2287
C 0.8292 1.2186 -1.1704
S -0.0423 -1.5790 0.9804
Cl 2.0072 0.0264 -3.4465
H 0.5431 1.4293 -0.1791
H -1.1120 -2.0753 0.3022
H 0.7525 -1.7899 -0.1097


<C>
7
Properties=species:S:1:pos:R:3 method="wB97M-V/def2-TZVPD" gap_ev=9.95
C 1.1590 0.3193 1.5198
C -0.7802 -0.2177 -0.5369
S 2.0137 1.5497 1.9060
Cl 0.2901 -1.1270 -1.9224
H -0.8461 -1.1956 0.0272
H -1.7288 0.1417 -0.9795
H -0.1077 0.5296 -0.0142


Most stable to least stable: <B>, <C>, <A>